(1)
Computed, not measured: a molecular structure, C32H40Cl5NP2Pt, with ωB97M-V/def2-TZVPD.

ORCA input file:
```
! RIJCOSX wB97M-V def2-TZVPD def2/J DEFGRID3
* xyz 0 3
Pt 0.2418 0.5189 0.8318
Cl -5.3433 1.3321 0.3627
Cl -5.4272 0.5655 -2.6647
Cl -2.6285 1.2664 1.9050
Cl -0.1013 -0.2936 -2.5732
Cl -2.7988 -0.2527 -4.1226
P 0.9981 2.7012 0.5232
P 0.4443 -1.6651 1.5900
N 2.0992 0.1239 -0.1293
C -0.9767 -3.0811 -0.3127
C 3.6657 4.1697 -3.8876
C 4.0089 -1.4155 -0.3172
C 2.6901 -1.1046 0.0711
C 0.7560 -1.7948 3.4113
C -3.9369 0.5323 -1.8055
C 1.9899 -2.1161 0.7710
C 3.1653 4.2480 1.6181
C 3.2521 3.0992 -2.9148
C -1.4866 0.4669 -0.3919
C 2.5406 -3.3901 0.9126
C 0.2981 5.5056 0.2624
C -2.7577 0.1645 -2.4522
C 2.1119 3.1837 1.9184
C 2.1078 2.4120 -0.8816
C -2.6811 0.8313 0.2126
C -0.7713 -2.9823 1.1965
C 3.8064 -3.7104 0.4530
C 1.9217 -0.8791 3.7823
C -0.8589 3.8139 -1.2105
C -1.5591 0.1399 -1.7409
C -2.0876 -2.7094 1.9233
C -3.8999 0.8722 -0.4553
C 2.5187 1.0697 -1.0574
C -0.1901 4.0622 0.1442
C 4.5364 -2.6773 -0.1323
C 3.5962 1.7646 -3.1170
C 4.3866 -5.0871 0.6338
C 0.9744 -3.2013 3.9616
C 1.2948 3.4890 3.1729
C 3.2432 0.7729 -2.2211
C 2.4929 3.3911 -1.7912
H -0.9503 3.9035 0.9190
H -0.5207 6.1763 -0.0073
H -1.2413 2.7982 -1.2941
H 3.1811 5.1184 -3.6567
H 2.0513 -0.8565 4.8660
H 3.6139 -5.8534 0.5639
H 0.5791 2.6904 3.3798
H -1.6721 -3.8924 -0.5372
H -1.9658 -2.6815 3.0073
H -1.6965 4.5037 -1.3310
H 0.6047 5.7551 1.2762
H 2.1815 4.4173 -1.6338
H 3.3995 3.8979 -4.9103
H 0.1608 -3.8824 3.7101
H 5.5530 -2.8674 -0.4599
H -2.5090 -1.7527 1.6061
H 4.6301 -0.6515 -0.7602
H 1.9545 3.5906 4.0367
H -1.3998 -2.1565 -0.7057
H 0.7391 4.4234 3.0731
H 1.9091 -3.6251 3.5922
H 1.7519 0.1417 3.4317
H 4.8683 -5.1943 1.6088
H 2.6392 2.2355 2.0808
H 2.8507 -1.2405 3.3356
H 1.9555 -4.1608 1.4040
H 3.7264 4.0051 0.7156
H 5.1376 -5.2999 -0.1271
H -0.0409 -3.2741 -0.8376
H -2.8124 -3.4910 1.6884
H 3.4953 -0.2527 -2.4477
H 2.7316 5.2385 1.4946
H 1.1315 5.7237 -0.4054
H 4.7451 4.3336 -3.8637
H 4.1433 1.4873 -4.0117
H -0.1641 3.9780 -2.0340
H -0.3501 -3.9267 1.5555
H 1.0433 -3.1608 5.0508
H 3.8731 4.3021 2.4484
H -0.1601 -1.3808 3.8471
*
```

## Properties
- Frontier orbital gap (alpha / beta): 6.77 / 6.16 eV
- LUMO (alpha / beta): 0.5 / -0.7 eV
- Energy above the lowest of the compared OMol25 structures with the same formula, charge and spin: 0.000 eV



(2)
Computed, not measured: a molecular structure, C32H40ClN7NiO5PSe, with ωB97M-V/def2-TZVPD.

ORCA input file:
```
! RIJCOSX wB97M-V def2-TZVPD def2/J DEFGRID3
* xyz 1 1
Se -2.3968 -1.1523 -2.0141
Ni 0.3636 -0.0676 1.0962
Cl 6.4329 2.8052 -1.5785
P 1.0167 -2.1560 0.1745
O 1.7996 -1.6583 -1.1093
O 0.1423 -3.3848 -0.3957
O 2.1885 0.0228 1.3225
O -0.4785 -1.7477 3.4870
O 2.0931 -2.9824 1.0378
N 1.2906 2.4478 3.3176
N 0.2028 -0.8482 5.4434
N -4.3626 -2.8431 -0.7449
N -1.5524 0.2828 1.0422
N 0.4225 1.6419 0.0271
N 0.3787 0.3546 3.3791
N -5.1539 -1.7390 -2.4232
C 3.8591 2.4489 -0.8484
C -5.6936 -3.1902 -0.8702
C 0.0075 -0.7740 4.0427
C 5.1422 1.9801 -0.7675
C -1.9078 1.3690 0.3022
C 2.5022 -2.5462 -2.0199
C 0.0236 -4.6726 0.2357
C -3.8614 -0.1962 1.4107
C -0.2069 -2.0723 6.1169
C -4.0190 -1.9558 -1.7125
C -6.1872 -2.4992 -1.9169
C 5.4187 0.8208 -0.0325
C 1.0335 -5.6565 -0.3139
C -3.5527 2.8238 -0.7297
C 1.6770 -2.7699 -3.2669
C -3.2542 1.7067 0.0829
C -1.1921 3.1893 -1.0921
C 0.7558 0.1759 6.1369
C -0.8689 2.1341 -0.2766
C 3.0838 0.6278 0.5956
C 1.1421 1.3406 5.4358
C -3.4427 -3.4228 0.2087
C 4.4160 0.1583 0.6288
C -2.4908 -0.4759 1.5607
C 2.8142 1.7733 -0.1882
C -5.2323 -0.8542 -3.5701
C 2.3438 -2.8729 2.4531
C -4.2398 0.8858 0.6715
C 0.9306 1.3713 4.0449
C -2.5407 3.5359 -1.3071
C 3.6581 -3.5594 2.7397
C 1.4825 2.2549 -0.3772
H -2.7646 4.3776 -1.9482
H -4.5882 3.0895 -0.8993
H 6.4349 0.4507 0.0030
H -3.3007 -4.4810 -0.0097
H -2.4936 -2.8977 0.1115
H 2.7398 -3.4768 -1.5053
H 1.7898 3.2140 3.7293
H -6.2726 -0.7832 -3.8772
H 3.6383 3.3337 -1.4324
H -3.8348 -3.3138 1.2203
H 1.6510 -1.8707 -3.8818
H -5.2860 1.1202 0.5155
H -0.9899 -5.0027 0.0097
H 0.9309 -6.6176 0.1938
H -4.8490 0.1276 -3.2976
H 1.5927 2.1690 5.9602
H 2.1102 -3.5764 -3.8609
H -0.1417 -1.9132 7.1896
H 4.6235 -0.7395 1.1948
H -4.6240 -1.2451 -4.3838
H 0.6552 -3.0400 -3.0059
H 4.4950 -3.0153 2.3023
H 0.4418 -2.8979 5.8262
H 2.3687 -1.8186 2.7239
H -4.5890 -0.8521 1.8674
H 1.3899 3.1885 -0.9296
H 1.5200 -3.3562 2.9824
H -7.1740 -2.4764 -2.3435
H 3.6618 -4.5726 2.3384
H 0.8798 0.0488 7.1995
H -1.2285 -2.3192 5.8400
H 1.2338 2.3863 2.3140
H -0.4309 3.7668 -1.5968
H 0.8713 -5.8174 -1.3796
H 3.4393 -2.0365 -2.2411
H 0.1115 -4.5674 1.3191
H -2.1420 -1.3320 2.1260
H 2.0488 -5.2983 -0.1565
H -6.1619 -3.8937 -0.2049
H 3.8182 -3.6193 3.8175
*
```

## Properties
- Frontier orbital gap: 6.33 eV
- LUMO: -3.0 eV
- Energy above the lowest of the compared OMol25 structures with the same formula, charge and spin: 0.793 eV